1.
A molecular structure, C35H29F12N3O2PTi. Source: OMol25; level of theory: ωB97M-V with the def2-TZVPD basis set.

XYZ file:
```
83
C35H29F12N3O2PTi, DFT ωB97M-V with the def2-TZVPD basis set
Ti -0.02169 1.05573 -0.88015
C 4.60128 -2.47568 3.06345
C 3.39934 -1.76664 2.49992
C 2.12041 -1.98822 2.98006
C 1.03788 -1.31205 2.44767
C 1.16440 -0.37057 1.41886
N 0.03488 0.26447 0.92268
C -1.10957 0.59762 1.63909
C -1.02893 0.85939 3.01623
C -2.11748 1.24478 3.77058
C -3.36514 1.40930 3.18593
C -4.57155 1.83154 3.97923
C -3.45296 1.18076 1.82214
C -2.38512 0.78407 1.01739
C -2.75257 0.57753 -0.48943
O -1.72645 0.28249 -1.34317
C -3.67614 -0.67821 -0.60743
F -4.79612 -0.66386 0.13749
F -2.99055 -1.76674 -0.22078
F -4.05265 -0.87925 -1.87745
C -3.54096 1.83678 -1.05992
F -3.35107 2.95302 -0.34720
F -4.88380 1.63493 -1.08654
F -3.17153 2.09541 -2.31068
C 2.47336 -0.17210 0.87891
C 3.53541 -0.86219 1.45212
C 2.77031 0.81498 -0.27776
O 1.84630 0.77075 -1.29545
C 2.86495 2.24817 0.35033
F 3.93631 2.38061 1.15855
F 1.78704 2.51627 1.10330
F 2.95051 3.19751 -0.58838
C 4.12404 0.55074 -1.01615
F 4.20184 1.29199 -2.12290
F 5.24367 0.80996 -0.30965
F 4.20097 -0.74145 -1.39348
H 4.31747 -3.12240 3.89447
H 5.09146 -3.09789 2.31099
H 5.34626 -1.76721 3.43264
H 1.95689 -2.71117 3.77256
H 0.04431 -1.52644 2.81869
H -0.06007 0.76852 3.48820
H -1.98696 1.43704 4.83066
H -4.33157 1.91049 5.04019
H -4.94749 2.80284 3.64946
H -5.38988 1.11589 3.87592
H -4.41814 1.32881 1.35359
H 4.53223 -0.69862 1.06735
N -0.41649 5.29580 -0.67373
C -0.55679 4.05870 -0.03242
N -0.35381 3.05165 -0.95547
C -0.04930 3.68501 -2.15896
C 0.27097 3.15407 -3.39585
C 0.56508 4.02893 -4.45111
C 0.53202 5.40056 -4.26795
C 0.20575 5.95512 -3.02302
C -0.08041 5.08594 -1.98492
H -0.48731 6.18867 -0.22653
H -0.88974 3.92745 0.97873
H 0.30531 2.08259 -3.56928
H 0.82241 3.61950 -5.41931
H 0.76260 6.05811 -5.09693
H 0.17991 7.02877 -2.88099
C -0.83421 -2.57408 -2.87854
P 0.20636 -2.45385 -1.36524
C 1.85906 -2.68763 -2.12948
C -0.10771 -4.11767 -0.64191
C -0.92200 -4.17564 0.48815
C -1.22702 -5.38979 1.08853
C -0.70686 -6.56787 0.57365
C 0.11760 -6.52520 -0.54258
C 0.41106 -5.30976 -1.14412
H -0.55869 -3.43299 -3.49580
H -0.72153 -1.65718 -3.45954
H -1.88377 -2.64927 -2.59404
H 1.89310 -3.49536 -2.86453
H 2.60612 -2.86564 -1.35502
H 2.12758 -1.75304 -2.62348
H -1.31196 -3.25437 0.90413
H -1.86585 -5.41118 1.96280
H -0.93603 -7.51697 1.04283
H 0.53498 -7.43982 -0.94633
H 1.05642 -5.29530 -2.01382
```

Summary:
E (eV): -110351.2304
Lowest unoccupied orbital energy (spin up / spin down) (eV): 2.641 / 2.640
Orbital gap (spin up / spin down) (eV): 4.28 / 7.25
Total charge: -1
Relative energy (zero: lowest compared OMol25 entry of this formula, charge and spin) (kcal per mole): 8.6
2S+1: 3



2.
A molecular structure, C35H30BF4IrN3SSb. Source: OMol25; level of theory: ωB97M-V with the def2-TZVPD basis set.

XYZ file:
```
76
C35H30BF4IrN3SSb, DFT ωB97M-V with the def2-TZVPD basis set
Ir 0.32857 0.86353 1.64094
C 3.17544 -1.10642 1.89580
C 2.08046 -1.70307 2.69974
C 2.31419 -2.86366 3.43917
C 1.31558 -3.40979 4.21036
C 0.07961 -2.77427 4.23903
C -0.09864 -1.63265 3.48849
N 0.88096 -1.10359 2.71990
C -1.35256 -0.85463 3.57461
C -2.53933 -1.33714 4.10487
C -3.61178 -0.46920 4.22574
C -3.47462 0.85445 3.83917
C -2.26786 1.26790 3.29536
N -1.25615 0.40816 3.15187
C -1.98789 2.64718 2.84625
C -2.80457 3.70539 3.18496
C -2.47679 4.97379 2.72431
C -1.36409 5.12096 1.92716
C -0.57105 4.01642 1.61492
C 0.62351 4.16837 0.74010
N -0.87554 2.80349 2.09979
H 3.90369 -1.86577 1.61978
H 3.69255 -0.33811 2.47326
H 2.79709 -0.64916 0.98918
H 3.29406 -3.31678 3.39180
H 1.48865 -4.30329 4.79391
H -0.71504 -3.14764 4.86595
H -2.62930 -2.36707 4.41341
H -4.55187 -0.82061 4.62793
H -4.29926 1.54221 3.94259
H -3.67117 3.55671 3.81056
H -3.08935 5.82635 2.98327
H -1.08478 6.08716 1.53241
H 0.57517 5.10376 0.18747
H 0.69119 3.35550 0.01683
H 1.53773 4.17338 1.33142
S -1.05301 0.66407 -0.17786
Sb -0.16457 -0.52886 -2.05205
C 1.08555 -2.15159 -1.66602
C 0.56599 -3.43319 -1.84422
C 1.40515 -4.52999 -1.71836
C 2.75094 -4.34584 -1.43643
C 3.26836 -3.06695 -1.28176
C 2.43950 -1.96051 -1.39251
C -1.93653 -1.21602 -2.89520
C -2.77598 -2.04399 -2.15114
C -3.96091 -2.48834 -2.71384
C -4.30527 -2.09986 -4.00265
C -3.47037 -1.26991 -4.73545
C -2.27851 -0.82134 -4.18356
C 0.77495 0.85077 -3.27868
C 0.19118 2.10043 -3.47412
C 0.81743 3.01203 -4.30826
C 2.01175 2.67493 -4.93187
C 2.58683 1.42893 -4.73218
C 1.97026 0.50478 -3.90104
H -0.47583 -3.58393 -2.09822
H 1.01042 -5.52662 -1.86074
H 3.40474 -5.20397 -1.35633
H 4.32411 -2.92689 -1.09077
H 2.85362 -0.96706 -1.29359
H -2.51529 -2.34317 -1.14153
H -4.61734 -3.13721 -2.15049
H -5.23210 -2.44813 -4.43768
H -3.74383 -0.97154 -5.73792
H -1.62418 -0.18055 -4.76295
H -0.73705 2.36862 -2.98213
H 0.37600 3.98523 -4.47270
H 2.49775 3.39103 -5.58050
H 3.51645 1.17484 -5.22218
H 2.41979 -0.46881 -3.75004
F 2.02217 1.03747 -0.31539
B 2.99185 1.86172 0.38657
F 2.32039 1.92130 1.73789
F 3.04890 3.09998 -0.14400
F 4.17985 1.22625 0.50760
```

Summary:
E (eV): -73001.3189
Lowest unoccupied orbital energy (spin up / spin down) (eV): -5.975 / -7.873
Orbital gap (spin up / spin down) (eV): 8.23 / 6.49
Total charge: +2
Relative energy (zero: lowest compared OMol25 entry of this formula, charge and spin) (kcal per mole): 0.0
2S+1: 5



3.
3 unconnected molecules or ions with the total composition C35H30Br2F20NO3. Source: OMol25; level of theory: ωB97M-V with the def2-TZVPD basis set.

XYZ file:
```
91
C35H30Br2F20NO3, DFT ωB97M-V with the def2-TZVPD basis set
C -0.83683 -0.31604 5.06067
C -1.19071 0.16719 3.63966
Br -1.57149 2.10220 3.87186
C 0.02038 0.02098 2.62236
Br 0.47097 1.70929 1.79042
C -0.07118 -1.12066 1.60160
C -0.70784 -0.92754 0.18127
C -2.12031 -0.34539 0.05486
F -2.36071 0.60582 0.95281
F -2.95174 -1.36607 0.41082
C -2.65732 0.13556 -1.33013
F -3.86325 0.65246 -1.08327
F -2.89590 -0.95792 -2.07802
C -1.89251 1.15749 -2.23527
F -1.17986 0.57218 -3.20265
F -2.84468 1.84491 -2.89027
C -0.97544 2.23986 -1.59780
F 0.24863 1.76256 -1.37636
F -1.49438 2.84307 -0.54550
F -0.81486 3.18538 -2.53648
N -0.57090 -2.35107 -0.26170
C -0.64217 -2.89482 -1.64538
F -1.86854 -3.41363 -1.76042
F -0.43457 -1.93359 -2.53418
C 0.36354 -4.00662 -1.89974
C -0.05884 -5.28399 -2.08821
C 0.82347 -6.28521 -2.36234
C 2.16222 -6.02954 -2.44139
C 2.56542 -4.74210 -2.24387
C 4.04951 -4.41421 -2.37259
F 4.33271 -4.21529 -3.67151
F 4.33655 -3.27557 -1.72720
F 4.82880 -5.39847 -1.95096
C 1.70446 -3.73522 -1.97243
C -0.40006 -3.18820 0.67571
C -0.37092 -2.57896 2.07798
C -1.80580 -2.89654 2.63859
C -2.52002 -4.08173 2.00112
O -3.49143 -3.95823 1.28147
F -2.07752 -5.33232 2.27289
C 0.67169 -3.24897 2.96686
F 0.65054 -2.73403 4.21753
F 0.31021 -4.54940 3.11082
C 2.10497 -3.22555 2.46211
C 2.92670 -2.13003 2.49095
C 4.20166 -2.16510 2.04522
C 4.73579 -3.33559 1.57508
C 3.92565 -4.43171 1.56860
C 4.49182 -5.76168 1.10680
F 3.65161 -6.45128 0.33589
F 4.69967 -6.52661 2.20857
F 5.68207 -5.61771 0.53673
C 2.63757 -4.39221 1.98890
H -1.20343 -1.33052 5.22256
H 0.22787 -0.21650 5.26486
H -1.35733 0.31662 5.77424
H -2.13561 -0.22518 3.28355
H 0.88025 -0.20214 3.24757
H 0.98030 -1.24066 1.30467
H 0.10944 -0.45094 -0.36350
H -1.09986 -5.57055 -2.03422
H 0.45104 -7.28607 -2.52673
H 2.83658 -6.83874 -2.68095
H 2.04518 -2.71677 -1.83280
H -0.25812 -4.26681 0.65013
H -2.50275 -2.06987 2.59191
H -1.68734 -3.13716 3.70027
H 2.57921 -1.18037 2.88448
H 4.83042 -1.28635 2.07652
H 5.76258 -3.36839 1.24694
H 2.09042 -5.32475 1.94931
C -4.24572 7.02700 -4.19373
C -3.21451 6.90935 -3.09958
O -2.65678 7.88061 -2.64572
C -2.90331 5.52287 -2.58868
H -4.36881 8.07377 -4.46227
H -3.91989 6.47249 -5.07521
H -5.20394 6.63651 -3.84751
H -2.51884 4.90438 -3.40029
H -3.80408 5.06856 -2.17146
H -2.14800 5.58919 -1.80799
C 1.24115 10.67301 -0.98921
C 0.17261 10.18553 -0.03945
O 0.41558 9.97729 1.12736
C -1.20464 9.97027 -0.61256
H 2.17970 10.78505 -0.45011
H 1.38077 9.95161 -1.79587
H 0.95654 11.63984 -1.40676
H -1.16903 9.21826 -1.39960
H -1.59295 10.90772 -1.01406
H -1.87153 9.62171 0.17342
```

Summary:
E (eV): -238842.2104
Lowest unoccupied orbital energy (eV): -5.138
Orbital gap (eV): 5.25
Total charge: +1
2S+1: 1